[1]
C7H10 | the ωB97M-V functional and the def2-TZVPD basis

Output
E_LUMO (alpha / beta), eV: -0.249 / -0.236
HOMO-LUMO gap (alpha / beta), eV: 7.74 / 7.17

Each line ends with the Mulliken charge.
Positions of all 17 atoms, in Å:
1 C 1.426 -0.237 1.022  -0.626
2 C 1.060 1.148 0.344  -0.152
3 C 1.210 -0.994 -0.187  -0.239
4 C -0.075 -1.328 -0.631  0.000
5 C -1.237 -0.741 -0.176  -0.674
6 C -1.308 0.526 0.582  -0.460
7 C -0.206 1.527 0.334  -0.555
8 H 2.445 -0.235 1.408  0.326
9 H 0.716 -0.452 1.822  0.269
10 H 1.904 1.676 -0.088  0.401
11 H 2.070 -1.258 -0.799  0.347
12 H -0.152 -2.023 -1.466  0.331
13 H -2.176 -1.109 -0.584  0.380
14 H -1.273 0.748 -1.963  -0.028
15 H -2.307 0.965 0.502  0.301
16 H -1.141 0.377 1.663  0.335
17 H -0.957 1.408 -1.784  0.045



[2]
C4H12N2O | the ωB97M-V functional and the def2-TZVPD basis

Output
E_LUMO, eV: 0.952
SMILES: NCCNCCO
HOMO-LUMO gap, eV: 9.58

Each line ends with the Mulliken charge.
Positions of all 19 atoms, in Å:
1 N -1.348 -1.136 -2.177  -0.601
2 C 0.008 -1.039 -1.648  -0.375
3 C 0.331 0.471 -1.410  -0.707
4 N -0.148 0.952 -0.119  -0.383
5 C 0.589 0.399 1.034  -0.211
6 C 0.016 0.893 2.341  -0.602
7 O 0.940 0.513 3.355  -0.502
8 H -1.319 -0.793 -3.133  0.217
9 H -1.636 -2.105 -2.265  0.219
10 H 0.787 -1.554 -2.236  0.308
11 H -0.011 -1.526 -0.685  0.307
12 H 1.388 0.682 -1.586  0.311
13 H -0.133 1.151 -2.122  0.384
14 H -1.135 0.763 -0.012  0.281
15 H 0.579 -0.698 0.992  0.157
16 H 1.668 0.601 1.014  0.276
17 H -0.126 1.978 2.295  0.318
18 H -1.030 0.595 2.418  0.305
19 H 0.579 -0.148 3.944  0.298



[3]
C2H3N3 | the ωB97M-V functional and the def2-TZVPD basis

Output
E_LUMO, eV: 1.223
SMILES: c1cn[nH]n1
HOMO-LUMO gap, eV: 11.49

Each line ends with the Mulliken charge.
Positions of all 8 atoms, in Å:
1 C -0.677 0.721 0.198  -0.156
2 C -0.765 -0.639 -0.135  -0.148
3 N 0.466 -1.117 -0.290  -0.515
4 N 1.225 -0.065 -0.052  0.322
5 N 0.607 1.062 0.246  -0.519
6 H -1.458 1.443 0.391  0.389
7 H -1.630 -1.275 -0.269  0.388
8 H 2.232 -0.130 -0.087  0.238



[4]
C19H26AsClO3Re | the ωB97M-V functional and the def2-TZVPD basis

Output
E_LUMO (alpha / beta), eV: -8.173 / -8.105
Total charge: +2
Spin multiplicity: 2
HOMO-LUMO gap (alpha / beta), eV: 6.05 / 6.15

Each line ends with the Mulliken charge.
Positions of all 51 atoms, in Å:
1 Re 1.345 0.998 0.146  0.908
2 C 0.120 3.495 1.878  -1.340
3 C 0.909 2.303 2.360  0.175
4 C 2.326 2.286 2.285  -0.139
5 C 3.072 1.348 2.999  -0.605
6 C 2.426 0.408 3.790  -0.532
7 C 1.035 0.378 3.839  -0.657
8 C 0.285 1.301 3.125  -0.097
9 H 0.669 4.079 1.141  0.258
10 H -0.065 4.156 2.727  0.448
11 H -0.852 3.214 1.471  0.267
12 H 2.840 3.090 1.767  0.484
13 H 4.153 1.391 2.962  0.517
14 H 3.000 -0.297 4.376  0.485
15 H 0.534 -0.361 4.449  0.456
16 H -0.795 1.304 3.214  0.529
17 Cl 3.865 -0.145 -0.597  -0.106
18 C 3.697 -1.607 0.414  -0.427
19 C 2.448 -1.636 1.272  0.500
20 O 2.185 -2.489 2.038  -0.399
21 O 1.559 -0.583 1.040  -0.002
22 H 4.568 -1.667 1.062  0.395
23 H 3.684 -2.466 -0.254  0.390
24 C 1.592 3.554 -1.749  -0.719
25 O 1.478 2.378 -0.904  -0.411
26 H 0.957 4.313 -1.303  0.327
27 H 1.244 3.259 -2.735  0.305
28 H 2.638 3.845 -1.765  0.347
29 C -0.909 0.530 -2.755  -1.210
30 As -0.705 -0.010 -0.920  0.559
31 C -2.321 0.533 -0.031  -1.242
32 C -0.632 -1.959 -0.886  -0.967
33 C -1.870 -2.524 -1.523  0.222
34 C -1.906 -2.773 -2.893  -0.347
35 C -3.062 -3.264 -3.482  -0.680
36 C -4.186 -3.510 -2.706  -0.486
37 C -4.152 -3.274 -1.338  -0.702
38 C -2.997 -2.783 -0.747  -0.281
39 H -1.762 -0.012 -3.162  0.469
40 H -0.013 0.284 -3.321  0.389
41 H -1.105 1.600 -2.797  0.426
42 H -3.166 0.074 -0.544  0.486
43 H -2.407 1.617 -0.073  0.429
44 H -2.298 0.199 1.005  0.353
45 H -0.526 -2.250 0.160  0.529
46 H 0.278 -2.235 -1.422  0.571
47 H -1.023 -2.608 -3.500  0.437
48 H -3.080 -3.468 -4.544  0.424
49 H -5.084 -3.901 -3.164  0.415
50 H -5.020 -3.486 -0.728  0.428
51 H -2.969 -2.629 0.326  0.422



[5]
CH8N2O2 | the ωB97M-V functional and the def2-TZVPD basis

Output
E_LUMO (alpha / beta), eV: 3.389 / 3.354
Total charge: -1
Spin multiplicity: 2
HOMO-LUMO gap (alpha / beta), eV: 2.55 / 9.71

Each line ends with the Mulliken charge.
Positions of all 13 atoms, in Å:
1 N -1.405 -0.091 0.118  -0.621
2 C -2.620 -0.809 -0.045  0.088
3 N -3.219 -0.436 -1.094  -0.639
4 H -1.204 0.499 -0.713  0.314
5 H -0.606 -0.469 0.564  0.291
6 H -2.853 -1.543 0.802  0.278
7 H -4.194 -0.877 -1.290  0.193
8 H 3.353 1.965 1.409  0.810
9 H 3.472 1.492 -0.126  0.586
10 O 2.875 1.653 0.583  -1.957
11 H 2.465 -0.701 -0.723  0.460
12 H 2.036 0.049 0.485  0.570
13 O 1.900 -0.733 0.030  -1.374



[6]
C38H54F9I2N3O4PSiTi | the ωB97M-V functional and the def2-TZVPD basis

Output
E_LUMO (alpha / beta), eV: -5.512 / -5.427
Total charge: +2
Spin multiplicity: 2
HOMO-LUMO gap (alpha / beta), eV: 8.71 / 8.99

Each line ends with the Mulliken charge.
Positions of all 113 atoms, in Å:
1 Ti -0.266 -0.004 0.253  -0.120
2 N -0.653 0.155 2.354  -0.429
3 C -1.570 1.324 2.300  0.523
4 C -2.790 0.955 1.462  -1.139
5 N -2.366 0.375 0.154  0.437
6 C -2.681 1.152 -1.080  -0.943
7 C -1.400 1.719 -1.672  0.303
8 N -0.402 0.622 -1.822  -0.114
9 H 0.225 0.450 2.775  0.019
10 H -1.034 -0.566 2.956  0.299
11 H -1.889 1.648 3.293  0.847
12 H -1.035 2.141 1.818  -0.705
13 H -3.396 0.225 2.003  0.317
14 H -3.408 1.840 1.314  0.554
15 H -2.853 -0.511 0.054  -0.440
16 H -3.159 0.480 -1.797  0.307
17 H -3.379 1.961 -0.869  0.474
18 H -1.610 2.212 -2.622  0.871
19 H -0.987 2.461 -0.994  -0.655
20 H -0.637 0.069 -2.641  0.477
21 H 0.495 1.079 -1.997  -0.378
22 I 2.572 -0.898 0.739  0.406
23 C 3.124 -2.796 1.598  -0.800
24 I 1.687 -3.375 3.058  0.129
25 H 4.085 -2.685 2.084  0.598
26 H 3.158 -3.541 0.813  0.178
27 F -3.849 -6.253 5.000  -0.274
28 C -3.738 -6.662 3.731  0.710
29 F -3.102 -7.843 3.725  -0.240
30 F -4.975 -6.863 3.248  -0.242
31 C -3.002 -5.656 2.879  0.176
32 C -2.785 -5.962 1.539  -1.243
33 C -2.139 -5.049 0.727  -0.556
34 C -1.691 -3.836 1.251  -0.181
35 C -1.920 -3.542 2.589  -0.382
36 C -2.574 -4.452 3.409  -0.649
37 P -0.944 -2.599 0.122  3.335
38 C -2.307 -2.586 -1.134  0.650
39 C -2.114 -2.723 -2.505  -0.691
40 C -3.197 -2.664 -3.374  -1.054
41 C -4.474 -2.461 -2.874  0.031
42 C -4.687 -2.330 -1.509  -1.076
43 C -3.605 -2.394 -0.646  -0.768
44 C -5.627 -2.327 -3.840  0.809
45 F -5.533 -3.205 -4.842  -0.253
46 F -6.806 -2.498 -3.235  -0.263
47 F -5.619 -1.089 -4.380  -0.259
48 C 0.390 -3.508 -0.751  0.609
49 C 0.849 -4.765 -0.372  -1.024
50 C 1.899 -5.365 -1.057  -1.054
51 C 2.493 -4.707 -2.120  0.126
52 C 2.049 -3.450 -2.510  -1.248
53 C 1.011 -2.855 -1.820  -0.296
54 C 3.656 -5.310 -2.870  0.733
55 F 3.889 -6.573 -2.510  -0.269
56 F 3.434 -5.279 -4.192  -0.248
57 F 4.774 -4.597 -2.632  -0.249
58 H -3.132 -6.905 1.138  0.462
59 H -1.994 -5.282 -0.321  0.663
60 H -1.584 -2.602 3.010  0.250
61 H -2.751 -4.231 4.453  0.573
62 H -1.128 -2.905 -2.910  0.596
63 H -3.049 -2.788 -4.438  0.522
64 H -5.691 -2.202 -1.129  0.535
65 H -3.786 -2.342 0.424  0.633
66 H 0.404 -5.287 0.463  0.434
67 H 2.256 -6.342 -0.757  0.531
68 H 2.529 -2.946 -3.339  0.455
69 H 0.685 -1.863 -2.108  0.222
70 C -1.654 5.226 0.231  -1.661
71 C -0.287 5.004 0.867  1.528
72 C -0.351 5.256 2.369  -1.404
73 C 0.754 5.898 0.206  -1.254
74 O 0.034 3.602 0.663  0.684
75 Si 1.413 2.856 0.195  -3.533
76 O 0.907 1.285 0.398  0.894
77 O 1.548 3.011 -1.416  0.569
78 C 2.641 3.217 -2.354  1.439
79 C 3.503 4.411 -1.960  -1.489
80 C 1.981 3.474 -3.701  -1.651
81 C 3.477 1.940 -2.383  -1.310
82 O 2.770 3.233 0.945  1.423
83 C 3.394 3.133 2.247  1.562
84 C 4.703 2.374 2.054  -1.587
85 C 3.665 4.552 2.726  -1.565
86 C 2.476 2.400 3.223  -0.988
87 H -1.978 6.253 0.395  0.559
88 H -2.397 4.558 0.675  0.180
89 H -1.608 5.046 -0.845  0.323
90 H -0.600 6.299 2.562  0.546
91 H 0.611 5.040 2.834  0.106
92 H -1.114 4.629 2.834  0.271
93 H 0.502 6.946 0.358  0.603
94 H 0.790 5.701 -0.867  0.173
95 H 1.745 5.715 0.626  0.234
96 H 2.912 5.328 -1.967  0.338
97 H 4.319 4.521 -2.673  0.601
98 H 3.920 4.269 -0.967  0.108
99 H 1.310 4.331 -3.630  0.323
100 H 1.408 2.605 -4.033  0.279
101 H 2.741 3.693 -4.449  0.471
102 H 3.898 1.751 -1.392  0.078
103 H 4.295 2.031 -3.096  0.629
104 H 2.866 1.080 -2.675  0.239
105 H 5.386 2.953 1.431  0.334
106 H 4.509 1.423 1.559  0.197
107 H 5.184 2.182 3.012  0.476
108 H 4.217 5.106 1.966  0.274
109 H 4.260 4.529 3.639  0.535
110 H 2.734 5.081 2.933  0.227
111 H 2.326 1.371 2.888  -0.069
112 H 1.511 2.909 3.291  0.112
113 H 2.928 2.381 4.213  0.638



[7]
C28H30FZr | the ωB97M-V functional and the def2-TZVPD basis

Output
E_LUMO, eV: 2.348
Total charge: -1
HOMO-LUMO gap, eV: 4.30

Each line ends with the Mulliken charge.
Positions of all 60 atoms, in Å:
1 C -0.153 -4.704 1.086  -1.844
2 C 0.062 -3.614 2.150  3.616
3 C 0.384 -4.257 3.511  -1.853
4 C 1.189 -2.655 1.722  -0.850
5 C 1.863 -1.725 2.629  -0.531
6 C 2.404 -0.637 1.841  -0.724
7 C 2.082 -0.878 0.450  -0.607
8 C 1.338 -2.118 0.367  -0.302
9 Zr -0.108 -0.602 1.661  0.784
10 C -0.625 0.595 -0.250  -1.432
11 C 0.127 1.196 3.120  -1.367
12 C -2.296 -0.728 2.895  -0.634
13 C -2.593 -0.976 1.500  -0.621
14 C -1.917 -2.193 1.102  -0.277
15 C -1.181 -2.709 2.258  -0.764
16 C -1.433 -1.790 3.370  -0.583
17 H -0.384 -4.262 0.119  0.274
18 H 0.742 -5.312 0.967  0.422
19 H -0.979 -5.358 1.358  0.428
20 H 0.535 -3.496 4.274  0.286
21 H -0.429 -4.901 3.841  0.419
22 H 1.292 -4.854 3.454  0.417
23 H 1.937 -1.827 3.715  0.343
24 H 3.018 0.181 2.224  0.546
25 H 2.405 -0.269 -0.397  0.450
26 H 0.939 -2.560 -0.548  0.365
27 H -1.346 1.374 -0.018  0.600
28 H 0.253 1.061 -0.688  0.258
29 H -1.061 -0.074 -0.988  0.449
30 H -0.685 1.900 2.960  0.381
31 H 0.065 0.824 4.140  0.318
32 H 1.068 1.727 3.006  0.379
33 H -2.689 0.094 3.498  0.481
34 H -3.255 -0.378 0.869  0.444
35 H -1.946 -2.644 0.108  0.332
36 H -1.037 -1.886 4.383  0.339
37 F 2.520 4.738 -0.641  -0.358
38 C 1.198 4.618 -0.924  0.013
39 C 0.277 5.514 -0.400  -0.558
40 C -1.069 5.386 -0.694  -0.542
41 C -1.509 4.368 -1.506  -0.892
42 C -0.604 3.442 -2.067  1.397
43 C -1.058 2.394 -2.914  -1.419
44 C -0.294 1.385 -3.563  1.306
45 C -0.926 0.427 -4.385  -0.877
46 C -0.203 -0.546 -5.033  -0.513
47 C 1.172 -0.609 -4.883  -0.499
48 C 1.822 0.310 -4.079  -0.812
49 C 1.104 1.282 -3.437  0.252
50 C 0.753 3.612 -1.742  -0.141
51 H 0.638 6.314 0.221  0.411
52 H -1.769 6.098 -0.289  0.384
53 H -2.558 4.268 -1.714  0.373
54 H -2.115 2.377 -3.108  0.111
55 H -1.993 0.466 -4.505  0.358
56 H -0.702 -1.251 -5.677  0.389
57 H 1.740 -1.362 -5.404  0.368
58 H 2.894 0.280 -3.973  0.421
59 H 1.602 2.108 -2.751  0.002
60 H 1.493 2.833 -2.224  -0.110



[8]
C4H5NO2 | the ωB97M-V functional and the def2-TZVPD basis

Output
E_LUMO, eV: 0.430
SMILES: O=C[C@H]1CN1C=O
HOMO-LUMO gap, eV: 10.62

Each line ends with the Mulliken charge.
Positions of all 12 atoms, in Å:
1 O -2.140 -1.339 -0.115  -0.448
2 C -0.985 -1.127 -0.400  -0.141
3 C -0.028 -0.670 0.681  -0.016
4 C 1.324 -0.113 0.429  -0.340
5 N 0.230 0.792 0.715  -0.304
6 C -0.278 1.486 -0.415  0.124
7 O 0.264 1.526 -1.494  -0.475
8 H -0.611 -1.183 -1.441  0.378
9 H -0.253 -1.131 1.639  0.338
10 H 1.712 -0.090 -0.585  0.263
11 H 2.067 -0.167 1.224  0.237
12 H -1.236 1.985 -0.205  0.384



[9]
C3H12N3 | the ωB97M-V functional and the def2-TZVPD basis

Output
E_LUMO, eV: -3.274
Total charge: +1
HOMO-LUMO gap, eV: 10.42

Each line ends with the Mulliken charge.
Positions of all 18 atoms, in Å:
1 C 0.550 -2.494 0.468  -1.183
2 C 0.692 -1.133 -0.259  -0.565
3 C -0.177 1.900 -0.204  0.040
4 N 0.014 -0.155 0.533  -0.475
5 N -0.109 1.595 -1.461  -0.388
6 N -1.170 2.384 0.453  -0.415
7 H 1.058 -2.603 1.495  0.312
8 H -0.445 -2.626 0.814  0.373
9 H 0.935 -3.371 -0.240  0.300
10 H 1.741 -0.909 -0.391  0.371
11 H 0.232 -1.225 -1.172  0.420
12 H 0.791 2.114 0.122  0.443
13 H -0.989 -0.362 0.624  0.315
14 H -0.969 1.336 -1.928  0.251
15 H 0.698 1.141 -1.879  0.273
16 H 0.378 0.021 1.484  0.314
17 H -2.125 2.020 0.099  0.331
18 H -1.104 2.366 1.440  0.283



[10]
H14O7 | the ωB97M-V functional and the def2-TZVPD basis

Output
E_LUMO, eV: 0.211
SMILES: O.O.O.O.O.O.O
HOMO-LUMO gap, eV: 10.57

Each line ends with the Mulliken charge.
Positions of all 21 atoms, in Å:
1 O -0.697 0.552 -0.744  -0.592
2 H -0.192 -0.056 -1.297  0.361
3 H -0.092 1.287 -0.592  0.253
4 O 3.329 -2.135 -0.065  -0.544
5 H 3.474 -3.084 -0.151  0.271
6 H 4.218 -1.766 -0.012  0.257
7 O -4.391 -1.696 1.151  -0.594
8 H -3.674 -2.251 0.824  0.302
9 H -4.939 -2.299 1.665  0.304
10 O 0.936 -1.405 -0.349  -0.607
11 H -0.011 -1.469 -0.179  0.315
12 H 1.312 -2.146 0.139  0.283
13 O 0.057 4.742 0.433  -0.632
14 H 0.240 4.164 1.182  0.322
15 H 0.230 4.190 -0.338  0.314
16 O -3.282 0.452 -0.862  -0.567
17 H -3.809 1.056 -0.328  0.282
18 H -3.787 0.358 -1.678  0.279
19 O 3.582 0.788 0.650  -0.611
20 H 4.309 0.162 0.747  0.275
21 H 3.185 0.556 -0.197  0.330